Entry 1:
ORCA calculation (ωB97M-V with the def2-TZVPD basis set) on a 3-piece molecular cluster, C3H8ClO3P overall in a non-equilibrium geometry.

Each line ends with the Löwdin spin population.
Geometry (Å):
C -0.59 -0.64 -0.83  0.00
C 1.91 -1.14 -0.65  0.00
C 0.81 -0.11 -0.66  0.01
O 0.04 3.71 0.76  0.27
O -1.90 2.57 -0.35  0.50
O 1.08 1.08 -0.63  0.07
P -0.71 3.35 -0.67  1.08
Cl -2.11 2.07 2.50  0.06
H -1.12 0.39 -1.08  0.00
H -0.64 -1.33 -1.69  0.00
H -0.96 -0.96 0.12  0.00
H 2.82 -0.46 -0.29  0.00
H 1.81 -2.01 0.16  0.00
H 2.08 -1.41 -1.71  0.00
H -0.11 3.19 1.54  0.01
H -1.94 2.25 1.10  0.01

Its LUMO energy (alpha / beta) is 0.72 / -4.25 eV. Its spin multiplicity is 3. The HOMO-LUMO gap (alpha / beta) comes out at 7.85 / 5.90 eV. As for the HOMO energy (alpha / beta): -7.134 / -10.151 eV.

=====

Entry 2:
ORCA calculation (ωB97M-V with the def2-TZVPD basis set) on a 3-piece molecular cluster, C23H40BBrN2O14P4S overall in a non-equilibrium geometry.

Each line ends with the Mulliken charge.
Geometry (Å):
N -3.27 0.27 1.95  -0.65
P -3.53 1.66 2.62  0.37
C -1.97 2.56 3.05  0.14
C -1.77 3.11 4.32  0.38
Br -3.13 2.92 5.65  -0.33
C -0.60 3.81 4.65  0.10
P -0.38 4.55 6.34  0.30
S -0.33 6.49 6.18  -0.43
C 0.39 3.94 3.67  0.36
C 0.18 3.43 2.39  0.23
C -0.99 2.73 2.07  0.59
C -1.22 2.18 0.68  -1.52
B -1.54 3.38 -0.34  0.72
O -2.00 3.07 -1.59  -0.55
O -1.40 4.72 0.01  -0.54
C 1.27 3.65 1.38  -0.10
O 1.39 3.01 0.36  -0.52
C 2.27 4.71 1.64  -0.53
C 2.50 5.19 2.85  0.13
O 3.46 6.13 3.08  -0.28
N 2.89 7.47 3.09  0.28
O 3.56 8.18 2.48  -0.30
C 1.69 4.64 3.98  0.51
O 2.13 4.74 5.09  -0.57
H -3.70 -0.48 2.47  0.23
H -4.19 2.56 1.74  0.07
H -4.31 1.49 3.77  0.02
H -1.37 4.08 7.19  0.07
H 0.85 4.03 6.79  0.09
H -2.08 1.51 0.62  0.33
H -0.36 1.63 0.31  0.31
H -2.70 3.71 -1.76  0.25
H -0.54 5.07 -0.22  0.28
H 2.86 5.06 0.80  0.53
O -1.44 -2.79 -2.73  -0.71
P -1.40 -2.15 -4.07  1.18
O -1.90 -0.63 -3.75  -0.42
C -1.04 0.24 -3.00  0.20
C 0.13 0.72 -3.84  -1.19
O -2.80 -2.77 -4.69  -0.34
C -3.35 -4.00 -4.21  -0.30
C -4.52 -3.72 -3.29  -1.21
O -0.87 -1.75 -5.56  -0.37
C -1.17 -2.49 -6.75  -0.18
C -2.28 -1.79 -7.50  -1.12
H -0.69 -0.28 -2.10  0.10
H -1.64 1.08 -2.69  0.11
H 0.80 -0.10 -4.09  0.33
H 0.70 1.48 -3.30  0.38
H -0.23 1.15 -4.78  0.30
H -2.60 -4.61 -3.72  0.32
H -3.70 -4.55 -5.09  0.35
H -4.22 -3.08 -2.46  0.29
H -4.92 -4.65 -2.88  0.38
H -5.31 -3.20 -3.83  0.32
H -1.42 -3.53 -6.53  0.28
H -0.27 -2.50 -7.36  0.38
H -3.17 -1.67 -6.89  0.27
H -2.54 -2.36 -8.40  0.39
H -1.96 -0.79 -7.80  0.31
O 0.69 -2.00 1.89  -0.76
P 1.96 -2.38 1.22  1.25
O 1.63 -3.71 0.35  -0.44
C 0.76 -3.60 -0.79  -0.37
C 1.46 -2.92 -1.96  -0.62
O 2.75 -3.08 2.49  -0.38
C 2.39 -2.81 3.84  -0.27
C 1.59 -3.96 4.41  -1.21
O 3.35 -2.04 0.46  -0.34
C 4.58 -1.72 1.14  -0.19
C 5.47 -2.94 1.15  -1.13
H -0.15 -3.06 -0.52  0.28
H 0.48 -4.61 -1.07  0.30
H 1.68 -1.88 -1.73  0.15
H 0.84 -2.96 -2.85  0.01
H 2.42 -3.41 -2.16  0.42
H 1.85 -1.87 3.93  0.31
H 3.32 -2.70 4.40  0.37
H 0.70 -4.16 3.80  0.29
H 1.27 -3.75 5.43  0.38
H 2.19 -4.88 4.41  0.30
H 4.40 -1.33 2.14  0.30
H 5.06 -0.93 0.56  0.36
H 4.98 -3.79 1.63  0.27
H 6.40 -2.73 1.69  0.38
H 5.71 -3.24 0.13  0.31

The value obtained for the energy above the lowest of the compared OMol25 structures with the same formula, charge and spin is 1.494 eV. Its LUMO energy is -1.75 eV. Its spin multiplicity is 1. The HOMO-LUMO gap comes out at 6.93 eV. As for the HOMO energy: -8.686 eV.

=====

Entry 3:
ORCA calculation (ωB97M-V with the def2-TZVPD basis set) on one molecule with the formula C5H6O.

Each line ends with the natural charge from an NBO analysis.
Geometry (Å):
C 0.99 -0.44 -0.35  -0.54
C 0.32 0.90 -0.05  -0.25
C -1.17 0.97 0.03  -0.11
O -1.22 -1.35 -0.54  -0.52
C -0.05 -1.54 -0.31  0.45
C -0.56 1.05 1.16  -0.24
H 1.84 -0.65 0.32  0.22
H 1.41 -0.46 -1.37  0.24
H 0.83 1.78 -0.44  0.18
H -2.05 1.02 -0.58  0.23
H 0.28 -2.57 -0.08  0.11
H -0.63 1.29 2.20  0.22

The value obtained for the energy above the lowest of the compared OMol25 structures with the same formula, charge and spin is 2.886 eV. Its LUMO energy is 1.01 eV. Its spin multiplicity is 1. The HOMO-LUMO gap comes out at 9.86 eV. As for the HOMO energy: -8.850 eV.

=====

Entry 4:
ORCA calculation (ωB97M-V with the def2-TZVPD basis set) on a 10-piece molecular cluster, C9H38O10 overall in a non-equilibrium geometry.

Each line ends with the natural charge from an NBO analysis.
Geometry (Å):
C -3.06 -9.62 22.15  -0.26
O -3.46 -10.69 22.97  -0.77
H -2.02 -9.82 21.90  0.18
H -3.73 -9.38 21.33  0.14
H -3.24 -8.77 22.81  0.17
H -3.89 -10.34 23.75  0.50
C -1.69 -4.74 20.93  -0.25
O -0.94 -5.41 21.94  -0.76
H -2.69 -4.62 21.34  0.17
H -1.34 -3.73 20.75  0.16
H -1.69 -5.29 19.99  0.18
H -0.84 -4.91 22.75  0.49
C -8.88 -6.36 21.76  -0.26
O -7.48 -6.33 22.14  -0.77
H -9.32 -7.30 22.09  0.16
H -9.36 -5.59 22.36  0.19
H -9.22 -6.28 20.72  0.18
H -7.12 -7.22 22.18  0.50
C -6.28 -3.69 20.45  -0.25
O -5.77 -4.26 21.64  -0.76
H -6.46 -2.62 20.47  0.17
H -5.49 -3.93 19.73  0.16
H -7.17 -4.16 20.05  0.16
H -6.23 -5.09 21.80  0.50
C -0.27 -8.53 24.90  -0.26
O -1.00 -9.66 25.48  -0.74
H -0.41 -8.53 23.82  0.18
H -0.54 -7.53 25.24  0.17
H 0.81 -8.66 25.00  0.17
H -1.37 -10.12 24.71  0.48
O -4.42 -9.85 25.33  -0.97
H -4.91 -9.03 25.29  0.50
H -4.09 -9.90 26.23  0.49
O -6.69 -8.92 21.94  -0.97
H -5.99 -9.57 21.88  0.51
H -7.50 -9.43 22.01  0.49
O -0.64 -3.93 24.44  -0.95
H -1.52 -3.56 24.41  0.48
H -0.36 -3.80 25.35  0.48
C -8.96 -5.93 25.99  -0.64
C -8.25 -7.26 25.75  -0.06
O -9.04 -8.41 26.11  -0.72
H -9.97 -6.01 25.59  0.20
H -8.40 -5.12 25.54  0.22
H -8.90 -5.66 27.04  0.22
H -7.30 -7.41 26.25  0.19
H -8.16 -7.45 24.68  0.15
H -9.83 -8.30 25.58  0.45
C -3.51 -6.24 25.46  -0.63
C -4.47 -6.37 24.27  -0.06
O -5.18 -7.51 24.16  -0.76
H -2.83 -7.10 25.45  0.22
H -4.09 -6.25 26.38  0.20
H -2.89 -5.35 25.38  0.21
H -3.89 -6.42 23.36  0.16
H -5.13 -5.50 24.25  0.17
H -5.97 -7.50 23.61  0.50

The value obtained for the energy above the lowest of the compared OMol25 structures with the same formula, charge and spin is 5.067 eV. Its LUMO energy is 0.12 eV. Its spin multiplicity is 1. The HOMO-LUMO gap comes out at 9.80 eV. As for the HOMO energy: -9.679 eV.

=====

Entry 5:
ORCA calculation (ωB97M-V with the def2-TZVPD basis set) on C55H49N5OP4Ti as an isolated structure in a non-equilibrium geometry.

Each line ends with the Löwdin spin population.
Geometry (Å):
Ti -0.17 0.19 -0.64  1.64
C 3.71 -0.92 -0.91  0.00
C 2.73 -1.52 -1.93  0.00
P 1.45 -2.49 -1.01  0.03
C -0.12 -2.06 -1.86  0.03
C -1.30 -1.66 -1.18  0.02
C -2.47 -1.44 -1.92  0.02
C -2.48 -1.54 -3.29  0.02
C -1.31 -1.92 -3.96  0.01
C -0.16 -2.19 -3.25  0.01
C 1.75 -4.19 -1.69  0.02
C 0.70 -5.07 -1.93  0.00
C 0.94 -6.37 -2.34  0.00
C 2.24 -6.82 -2.52  0.00
C 3.30 -5.96 -2.26  0.00
C 3.06 -4.65 -1.84  0.00
C 3.00 0.01 0.08  0.00
P 1.49 -0.87 1.01  0.00
C 0.13 -1.99 2.15  -0.01
C -0.22 -1.66 3.46  0.00
C -1.05 -2.45 4.26  0.00
C -1.60 -3.62 3.75  0.00
C -1.27 -4.00 2.46  0.00
C -0.41 -3.21 1.70  0.00
C 2.79 -1.97 1.95  0.00
C 3.11 -3.29 1.59  0.00
C 3.94 -4.10 2.35  0.00
C 4.49 -3.63 3.53  0.00
C 4.21 -2.33 3.91  0.00
C 3.38 -1.52 3.14  0.00
H 4.50 -0.38 -1.45  0.00
H 4.21 -1.71 -0.35  0.00
H 3.22 -2.15 -2.66  0.00
H 2.23 -0.72 -2.44  0.00
H -1.38 -1.81 -0.10  0.00
H -3.39 -1.22 -1.39  0.00
H -3.38 -1.33 -3.85  0.00
H -1.32 -2.01 -5.04  0.00
H 0.72 -2.52 -3.78  0.00
H -0.32 -4.73 -1.79  0.00
H 0.11 -7.04 -2.53  0.00
H 2.43 -7.83 -2.84  0.00
H 4.32 -6.30 -2.40  0.00
H 3.90 -4.00 -1.63  0.00
H 2.59 0.88 -0.44  0.00
H 3.70 0.37 0.83  0.00
H 0.18 -0.77 3.93  0.00
H -1.26 -2.14 5.27  0.00
H -2.25 -4.23 4.36  0.00
H -1.66 -4.92 2.05  0.00
H -0.14 -3.61 0.74  0.00
H 2.70 -3.72 0.70  0.00
H 4.13 -5.12 2.02  0.00
H 5.13 -4.26 4.14  0.00
H 4.63 -1.93 4.83  0.00
H 3.24 -0.52 3.49  0.00
C -3.40 3.30 0.61  0.00
N -2.15 2.77 0.07  0.01
P -1.04 1.94 1.10  0.05
C -0.30 3.30 2.07  0.00
C -1.01 4.08 3.00  0.00
C -0.41 5.17 3.60  0.00
C 0.90 5.51 3.30  0.00
C 1.62 4.73 2.41  0.00
C 1.02 3.64 1.80  0.00
C -2.18 1.09 2.27  0.01
C -2.12 1.18 3.66  0.00
C -3.04 0.49 4.44  0.00
C -3.99 -0.32 3.85  0.00
C -4.04 -0.45 2.47  0.00
C -3.14 0.27 1.69  0.01
P -2.00 2.15 -1.56  0.02
C -3.62 2.58 -2.30  0.00
C -4.02 3.90 -2.56  0.00
C -5.27 4.16 -3.10  0.00
C -6.14 3.11 -3.38  0.00
C -5.77 1.80 -3.12  0.00
C -4.51 1.54 -2.58  0.00
C -0.98 3.48 -2.36  0.00
C -1.14 3.78 -3.71  0.00
C -0.28 4.65 -4.36  0.00
C 0.77 5.23 -3.67  0.00
C 0.95 4.94 -2.32  0.00
C 0.09 4.07 -1.68  0.00
H -3.23 3.69 1.60  0.00
H -4.19 2.55 0.67  0.00
H -3.76 4.13 0.00  0.00
H -2.02 3.82 3.28  0.00
H -0.96 5.75 4.33  0.00
H 1.37 6.36 3.78  0.00
H 2.65 4.98 2.18  0.00
H 1.61 3.02 1.12  0.00
H -1.36 1.77 4.15  0.00
H -3.00 0.58 5.52  0.00
H -4.69 -0.88 4.47  0.00
H -4.77 -1.10 2.00  0.00
H -3.20 0.21 0.61  0.00
H -3.34 4.71 -2.35  0.00
H -5.56 5.18 -3.31  0.00
H -7.12 3.32 -3.80  0.00
H -6.44 0.99 -3.34  0.00
H -4.21 0.52 -2.39  0.00
H -1.95 3.32 -4.27  0.00
H -0.42 4.87 -5.41  0.00
H 1.46 5.90 -4.18  0.00
H 1.77 5.39 -1.77  0.00
H 0.25 3.84 -0.65  0.00
O -0.05 0.88 -4.61  0.02
C 0.31 0.84 -3.47  0.02
N 0.65 0.79 -2.32  0.02
N 0.05 2.33 6.12  0.00
C 0.75 1.93 5.28  0.00
N 1.58 1.47 4.37  0.00
C 1.49 0.97 3.24  0.00
N 1.44 0.51 2.15  0.01

The value obtained for the energy above the lowest of the compared OMol25 structures with the same formula, charge and spin is 4.732 eV. Its LUMO energy (alpha / beta) is -0.27 / -0.27 eV. Its spin multiplicity is 3. The HOMO-LUMO gap (alpha / beta) comes out at 5.96 / 5.94 eV. As for the HOMO energy (alpha / beta): -6.230 / -6.209 eV.

=====

Entry 6:
ORCA calculation (ωB97M-V with the def2-TZVPD basis set) on C30H24IInN7O8S as an isolated structure.

Each line ends with the Mulliken charge.
Geometry (Å):
In -0.27 1.25 -1.16  1.52
C 1.16 -2.56 -3.23  -1.09
C 2.15 -1.82 -2.39  0.89
N 3.24 -2.45 -1.99  -0.64
C 4.16 -1.80 -1.27  -0.85
C 4.06 -0.47 -0.93  0.27
C 5.17 0.13 -0.08  -0.45
O 6.46 -0.29 -0.50  -0.53
C 2.89 0.23 -1.33  0.13
C 2.75 1.62 -0.99  -0.59
N 1.67 2.32 -1.02  -0.06
C 1.69 3.70 -0.68  -0.04
C 2.40 4.18 0.42  -0.03
C 2.34 5.52 0.76  -0.87
C 1.55 6.39 0.02  -0.57
C 0.83 5.93 -1.08  -0.59
C 0.91 4.59 -1.41  -0.01
I -0.08 3.86 -3.11  0.15
C 1.91 -0.47 -2.05  0.86
O 0.77 0.08 -2.48  -1.17
H 1.39 -3.63 -3.20  0.35
H 1.21 -2.22 -4.27  0.37
H 0.13 -2.39 -2.91  0.10
H 5.03 -2.36 -0.97  0.49
H 5.07 -0.24 0.94  0.28
H 5.12 1.21 -0.03  0.32
H 6.61 0.00 -1.41  0.34
H 3.66 2.16 -0.73  1.07
H 2.98 3.48 1.02  0.54
H 2.89 5.88 1.61  0.41
H 1.49 7.44 0.29  0.42
H 0.23 6.60 -1.67  0.43
C -5.00 -0.24 -2.36  -0.94
N -4.45 -0.22 -1.00  0.17
C -4.89 -0.98 0.06  -0.77
C -4.11 -0.72 1.11  -0.39
N -3.17 0.23 0.70  0.52
C -3.39 0.52 -0.62  0.12
S -2.62 1.59 -1.73  -0.37
C -2.21 0.80 1.61  1.10
C -2.05 0.21 2.85  -0.31
C -1.19 0.82 3.76  -0.78
C -0.56 1.99 3.41  -0.57
C -0.77 2.48 2.13  -0.55
N -1.56 1.89 1.23  -0.43
H -5.74 -1.03 -2.40  0.33
H -4.20 -0.46 -3.07  0.39
H -5.46 0.71 -2.60  0.37
H -5.74 -1.64 -0.03  0.50
H -4.15 -1.10 2.11  0.52
H -2.54 -0.71 3.12  0.06
H -1.03 0.36 4.73  0.44
H 0.09 2.51 4.10  0.43
H -0.27 3.38 1.80  0.55
O 1.30 -0.64 2.38  -0.70
C 0.62 -0.71 1.38  -0.91
O 0.49 0.26 0.52  0.20
C -0.15 -1.98 1.10  0.80
C -0.80 -2.22 -0.10  1.21
C -1.54 -3.38 -0.26  -1.16
C -1.67 -4.32 0.74  -0.60
C -1.00 -4.06 1.92  -0.51
C -0.25 -2.92 2.12  -0.72
N -1.13 -5.04 3.03  1.06
O -1.85 -6.00 2.83  -0.62
O -0.53 -4.81 4.05  -0.60
N -2.27 -3.59 -1.52  1.19
O -2.83 -4.65 -1.68  -0.65
O -2.27 -2.67 -2.32  -0.64
H -0.70 -1.55 -0.94  0.43
H -2.25 -5.21 0.61  0.68
H 0.27 -2.75 3.06  0.70

The value obtained for the energy above the lowest of the compared OMol25 structures with the same formula, charge and spin is 1.030 eV. Its LUMO energy is -3.42 eV. As for the net charge: +1. Its spin multiplicity is 1. The HOMO-LUMO gap comes out at 7.39 eV. As for the HOMO energy: -10.808 eV.